Here is C36H48CrN3O2P2 as an isolated structure from the Open Molecules 2025 dataset. Energies are from the ωB97M-V functional and the def2-TZVPD basis.

Values from the calculation:
HOMO-LUMO gap (spin up / spin down) ... 7.043 / 7.281 eV
Energy ... -93676.7816 eV
Spin multiplicity ... 2
Expectation value of S² ... 0.768

Geometry (Å):
1 Cr -0.225 -0.503 0.606
2 C -0.446 -4.531 1.854
3 C -0.042 -3.096 2.044
4 O -0.635 -2.268 1.250
5 C 0.895 -2.714 2.964
6 C 1.274 -1.360 3.148
7 C 2.239 -1.063 4.262
8 N 0.821 -0.404 2.372
9 N 1.312 0.868 2.729
10 C 0.979 1.729 1.828
11 O 0.240 1.451 0.799
12 C 1.472 3.127 1.969
13 C 0.799 4.174 1.353
14 C 1.260 5.476 1.484
15 C 2.406 5.737 2.221
16 C 3.089 4.692 2.830
17 C 2.623 3.392 2.706
18 H -1.489 -4.576 1.548
19 H -0.299 -5.120 2.758
20 H 0.155 -4.966 1.052
21 H 1.334 -3.461 3.608
22 H 2.234 -1.881 4.980
23 H 2.004 -0.124 4.753
24 H 3.250 -0.968 3.858
25 H -0.086 3.962 0.774
26 H 0.725 6.288 1.009
27 H 2.770 6.752 2.318
28 H 3.987 4.891 3.400
29 H 3.141 2.569 3.179
30 C 3.783 0.239 0.570
31 C 3.354 -0.863 -0.398
32 C 4.326 -0.893 -1.583
33 P 1.578 -0.770 -0.862
34 C 1.326 0.389 -2.278
35 C 1.816 -0.099 -3.642
36 C 1.814 1.808 -1.994
37 C 1.138 -2.371 -1.545
38 C 2.005 -3.365 -1.983
39 C 1.532 -4.458 -2.689
40 C 0.178 -4.492 -3.009
41 C -0.703 -3.535 -2.544
42 C -0.261 -2.491 -1.704
43 N -1.040 -1.531 -1.090
44 C -2.410 -1.742 -0.942
45 C -3.065 -2.983 -0.901
46 C -4.445 -3.052 -0.859
47 C -5.229 -1.902 -0.843
48 C -4.591 -0.676 -0.761
49 C -3.202 -0.597 -0.746
50 P -2.214 0.826 -0.279
51 C -2.607 2.128 -1.514
52 C -2.281 1.642 -2.924
53 C -1.863 3.423 -1.203
54 C -2.900 1.432 1.325
55 C -4.275 2.093 1.312
56 C -2.855 0.300 2.351
57 H 4.817 0.066 0.876
58 H 3.165 0.277 1.465
59 H 3.744 1.222 0.096
60 H 3.404 -1.820 0.138
61 H 4.433 0.106 -2.008
62 H 4.030 -1.561 -2.389
63 H 5.312 -1.203 -1.231
64 H 0.233 0.392 -2.303
65 H 2.897 -0.005 -3.742
66 H 1.363 0.521 -4.421
67 H 1.538 -1.134 -3.840
68 H 2.902 1.869 -2.060
69 H 1.502 2.168 -1.014
70 H 1.409 2.486 -2.750
71 H 3.065 -3.280 -1.786
72 H 2.202 -5.240 -3.016
73 H -0.205 -5.290 -3.633
74 H -1.740 -3.599 -2.833
75 H -2.486 -3.894 -0.899
76 H -4.920 -4.026 -0.840
77 H -6.308 -1.966 -0.852
78 H -5.179 0.231 -0.684
79 H -3.686 2.298 -1.441
80 H -1.223 1.405 -3.023
81 H -2.511 2.425 -3.649
82 H -2.849 0.749 -3.189
83 H -0.785 3.251 -1.192
84 H -2.147 3.841 -0.236
85 H -2.078 4.174 -1.966
86 H -2.159 2.181 1.631
87 H -5.065 1.364 1.130
88 H -4.358 2.883 0.565
89 H -4.474 2.545 2.286
90 H -3.557 -0.495 2.093
91 H -3.114 0.683 3.340
92 H -1.865 -0.156 2.453